1.
Density functional theory data (ωB97M-V/def2-TZVPD) for C21H30F5NO2P2Re as an isolated structure at a distorted geometry.

ORCA input file:
```
! wB97M-V def2-TZVPD RIJCOSX def2/J DEFGRID3
* xyz 0 4
Re 0.31 -0.29 -0.29
P 2.62 -0.65 -0.59
P -2.25 -0.14 -0.07
N -0.02 0.53 -1.79
H 1.68 0.69 0.08
C 3.09 -2.08 -1.63
H 4.19 -2.17 -1.67
H 2.74 -1.95 -2.67
H 2.66 -3.01 -1.21
C 3.67 -0.74 0.92
H 4.74 -0.77 0.71
H 3.32 -1.60 1.50
H 3.47 0.18 1.49
C 3.23 0.85 -1.51
H 4.32 0.90 -1.46
H 2.82 1.76 -1.04
H 2.89 0.85 -2.56
C -3.22 -1.43 -0.95
H -4.29 -1.20 -0.86
H -3.00 -2.40 -0.49
H -2.90 -1.43 -2.00
C -2.99 -0.20 1.62
H -4.09 -0.23 1.53
H -2.69 0.70 2.18
H -2.63 -1.10 2.13
C -2.93 1.44 -0.77
H -4.03 1.43 -0.72
H -2.60 1.53 -1.82
H -2.53 2.29 -0.19
C -0.02 1.32 -2.91
C 0.08 1.58 -5.30
C 0.06 0.73 -4.20
C 0.01 2.73 -2.70
C 0.03 3.55 -3.83
C 0.07 2.97 -5.11
H 0.10 1.14 -6.30
H 0.02 -0.35 -4.31
H -0.08 3.12 -1.70
H 0.01 4.62 -3.68
H 0.11 3.64 -5.99
C -0.40 -3.60 0.91
O -0.37 -2.56 0.12
C 0.59 -4.67 0.62
H 1.11 -4.88 1.57
H 1.28 -4.34 -0.18
H 0.26 -5.65 0.27
C -1.04 -3.47 2.22
H -2.14 -3.47 2.23
H -0.79 -2.43 2.58
H -0.65 -4.22 2.91
F -1.10 2.62 6.23
C -0.71 2.26 4.99
C -1.14 3.01 3.88
F -2.04 4.04 4.04
C -0.67 2.67 2.65
F -1.08 3.40 1.55
C 0.08 1.48 2.46
O 0.15 0.88 1.30
C 0.58 0.78 3.59
F 1.37 -0.30 3.43
C 0.15 1.17 4.85
F 0.57 0.48 5.94
*
```

As for the highest occupied orbital energy (spin up / spin down): -4.9 / -7.8 eV. For the orbital gap (spin up / spin down), the calculation gives 5.2 / 7.5 eV. The expectation value of S² is 3.79. For the total energy, the calculation gives -62138.835 eV. The energy above the lowest of the compared OMol25 structures with the same formula, charge and spin comes out at 0.0 kJ/mol.

---

2.
Density functional theory data (ωB97M-V/def2-TZVPD) for C21H30FeN11O4S as an isolated structure.

ORCA input file:
```
! wB97M-V def2-TZVPD RIJCOSX def2/J DEFGRID3
* xyz 2 6
Fe 0.35 0.31 0.06
C 4.47 0.25 2.82
N 4.45 0.03 1.37
C 5.38 -0.72 0.67
C 5.00 -0.72 -0.62
N 3.83 0.03 -0.70
C 3.51 0.47 0.54
S 2.22 1.50 1.01
C 3.09 0.18 -1.90
C 3.77 0.25 -3.10
C 3.04 0.26 -4.27
C 1.66 0.20 -4.20
C 1.07 0.19 -2.95
N 1.76 0.19 -1.80
H 5.46 0.00 3.19
H 3.72 -0.39 3.29
H 4.25 1.29 3.03
H 6.21 -1.19 1.16
H 5.42 -1.23 -1.46
H 4.85 0.32 -3.12
H 3.55 0.30 -5.23
H 1.05 0.17 -5.09
H -0.01 0.19 -2.85
N -1.03 1.77 1.36
C -1.38 1.16 2.65
C -2.84 1.36 3.09
C -3.92 1.10 2.02
C -3.96 -0.26 1.33
N -4.20 -1.35 2.28
C -3.60 -2.54 2.31
N -2.82 -2.94 1.31
N -3.87 -3.38 3.32
C -0.97 -0.31 2.62
O -1.31 -1.07 3.50
O -0.24 -0.66 1.60
H -0.59 2.68 1.47
H -1.84 1.90 0.77
H -0.74 1.60 3.43
H -2.96 2.39 3.42
H -3.00 0.72 3.96
H -3.86 1.85 1.23
H -4.90 1.27 2.48
H -3.04 -0.45 0.79
H -4.77 -0.26 0.60
H -4.82 -1.14 3.05
H -2.46 -2.28 0.65
H -2.23 -3.74 1.47
H -4.30 -3.03 4.16
H -3.35 -4.23 3.41
C -0.81 3.73 -2.78
C 0.05 3.02 -1.77
N 1.22 3.58 -1.46
O -0.33 1.96 -1.25
H -0.22 4.03 -3.64
H -1.24 4.62 -2.33
H -1.61 3.07 -3.09
H 1.50 4.45 -1.88
H 1.84 3.12 -0.81
N -1.91 -1.91 -2.72
C -0.97 -1.72 -1.78
O -1.07 -0.69 -1.02
C 0.06 -2.67 -1.61
C 0.10 -3.89 -2.34
N 0.06 -4.87 -2.94
C 1.02 -2.27 -0.68
N 1.70 -1.68 0.06
H -2.66 -1.24 -2.81
H -1.89 -2.71 -3.33
*
```

As for the highest occupied orbital energy (spin up / spin down): -13.3 / -13.3 eV. For the orbital gap (spin up / spin down), the calculation gives 8.4 / 6.7 eV. The expectation value of S² is 8.76. For the total energy, the calculation gives -92058.536 eV. The energy above the lowest of the compared OMol25 structures with the same formula, charge and spin comes out at 44.9 kJ/mol.

---

3.
Density functional theory data (ωB97M-V/def2-TZVPD) for C21H30FeN6 as an isolated structure.

ORCA input file:
```
! wB97M-V def2-TZVPD RIJCOSX def2/J DEFGRID3
* xyz 1 6
Fe -0.14 0.67 0.18
C 0.38 1.38 2.48
C -0.79 0.63 2.53
C -1.78 1.28 1.71
C -1.19 2.44 1.16
C 0.16 2.50 1.61
C 1.15 3.59 1.33
C -1.91 3.47 0.33
C -3.22 0.89 1.60
C -1.04 -0.61 3.34
C 1.67 1.12 3.19
H 2.17 3.22 1.40
H 1.05 4.39 2.07
H 1.00 4.03 0.35
H -2.80 3.82 0.86
H -2.24 3.07 -0.63
H -1.28 4.33 0.13
H -3.78 1.29 2.45
H -3.36 -0.19 1.61
H -3.67 1.29 0.69
H -1.56 -0.36 4.27
H -0.12 -1.12 3.60
H -1.69 -1.31 2.81
H 1.96 1.98 3.80
H 2.49 0.92 2.49
H 1.59 0.26 3.86
C -0.16 -4.14 0.27
N 1.07 -3.46 -0.12
C 2.23 -4.29 -0.45
C 1.14 -2.12 -0.06
N 0.25 -1.36 0.50
N 2.27 -1.57 -0.64
C 2.67 -0.25 -0.67
N 3.87 -0.05 -1.28
N 1.97 0.70 -0.15
H -0.19 -5.11 -0.21
H -1.03 -3.58 -0.08
H -0.22 -4.28 1.35
H 2.03 -5.31 -0.15
H 3.12 -3.96 0.09
H 2.43 -4.30 -1.53
H -0.47 -1.89 0.97
H 2.83 -2.20 -1.19
H 4.42 -0.81 -1.63
H 4.23 0.88 -1.38
H 2.41 1.60 -0.23
N -2.64 -0.61 -6.66
C -2.26 -0.32 -5.61
C -1.78 0.03 -4.30
C -0.44 0.38 -4.13
C 0.03 0.68 -2.86
C -0.81 0.66 -1.73
C -2.15 0.32 -1.95
C -2.64 0.01 -3.21
H 0.22 0.40 -4.99
H 1.07 0.96 -2.75
H -2.85 0.30 -1.12
H -3.68 -0.26 -3.35
*
```

As for the highest occupied orbital energy (spin up / spin down): -10.2 / -11.2 eV. For the orbital gap (spin up / spin down), the calculation gives 7.6 / 7.9 eV. The expectation value of S² is 8.76. For the total energy, the calculation gives -65586.304 eV.

---

4.
Density functional theory data (ωB97M-V/def2-TZVPD) for C21H30HgN4O4S2 as an isolated structure at a distorted geometry.

ORCA input file:
```
! wB97M-V def2-TZVPD RIJCOSX def2/J DEFGRID3
* xyz -1 2
Hg -0.04 0.57 0.39
C -0.07 -1.68 6.75
C -0.21 -2.21 5.34
N -0.87 -1.21 4.52
C -0.89 -1.21 3.14
S 0.42 -2.09 2.27
N -1.86 -0.65 2.54
N -1.81 -0.17 1.29
C -2.78 -0.42 0.44
C -3.79 -1.51 0.71
C -2.87 0.42 -0.72
C -3.83 0.24 -1.74
C -3.89 1.14 -2.78
C -3.01 2.24 -2.80
C -2.07 2.31 -1.78
N -1.98 1.45 -0.78
H 0.44 -2.41 7.39
H -1.05 -1.47 7.18
H 0.51 -0.76 6.75
H -0.79 -3.15 5.35
H 0.76 -2.42 4.90
H -1.68 -0.78 4.94
H -3.34 -2.24 1.39
H -4.08 -2.02 -0.20
H -4.68 -1.11 1.19
H -4.51 -0.60 -1.72
H -4.62 1.01 -3.57
H -3.05 2.98 -3.59
H -1.36 3.14 -1.76
O 1.97 -0.27 1.44
O 1.72 -1.16 2.54
C -0.21 2.63 1.12
H -1.20 3.04 0.93
H 0.54 3.25 0.62
H -0.01 2.62 2.19
C 0.37 2.33 -3.84
C 0.25 0.96 -3.20
O 0.70 0.79 -2.08
C -0.40 -0.11 -3.97
C -0.57 -0.04 -5.36
C -1.14 -1.09 -6.06
C -1.57 -2.23 -5.38
C -1.44 -2.29 -4.00
C -0.85 -1.25 -3.31
H 0.68 3.04 -3.08
H -0.59 2.64 -4.26
H 1.11 2.32 -4.64
H -0.23 0.84 -5.91
H -1.24 -1.03 -7.13
H -2.02 -3.04 -5.93
H -1.78 -3.16 -3.46
H -0.77 -1.29 -2.24
C 2.01 -3.26 -2.93
S 1.48 -2.29 -1.45
C 3.09 -2.41 -0.60
O 0.55 -3.21 -0.75
H 2.28 -4.26 -2.59
H 2.84 -2.76 -3.42
H 1.15 -3.31 -3.60
H 3.85 -1.98 -1.25
H 3.30 -3.45 -0.35
H 3.00 -1.80 0.30
*
```

As for the highest occupied orbital energy (spin up / spin down): -2.0 / -3.3 eV. For the orbital gap (spin up / spin down), the calculation gives 4.4 / 5.7 eV. The expectation value of S² is 0.77. For the total energy, the calculation gives -62252.663 eV. The energy above the lowest of the compared OMol25 structures with the same formula, charge and spin comes out at 396.7 kJ/mol.

---

5.
Density functional theory data (ωB97M-V/def2-TZVPD) for C21H30InN2O2P2 as an isolated structure at a distorted geometry.

ORCA input file:
```
! wB97M-V def2-TZVPD RIJCOSX def2/J DEFGRID3
* xyz 1 1
C -1.47 3.40 -2.39
C -1.27 2.05 -2.13
C 0.02 1.49 -2.32
C 1.10 2.34 -2.73
C 0.83 3.70 -3.04
C -0.43 4.22 -2.85
C 2.38 1.78 -2.76
C 2.59 0.40 -2.63
C 1.46 -0.40 -2.24
C 1.65 -1.79 -1.99
C 2.92 -2.33 -2.09
C 4.03 -1.56 -2.50
C 3.86 -0.22 -2.80
H -2.46 3.82 -2.24
H 1.66 4.32 -3.41
H -0.63 5.27 -3.05
H 3.21 2.40 -3.08
H 3.06 -3.38 -1.86
H 5.01 -2.02 -2.58
H 4.69 0.40 -3.14
N 0.30 0.22 -1.89
In 0.14 0.27 0.86
C -2.37 1.18 -1.55
H -2.28 0.16 -1.94
H -3.37 1.58 -1.78
C 0.47 -2.61 -1.51
H -0.44 -2.32 -2.06
H 0.65 -3.68 -1.63
P -2.23 1.08 0.29
P 0.16 -2.29 0.27
C 1.48 -3.20 1.12
H 1.28 -3.19 2.20
H 1.51 -4.24 0.77
H 2.45 -2.72 0.92
C -1.36 -3.20 0.64
H -1.21 -4.26 0.43
H -1.61 -3.05 1.70
H -2.19 -2.82 0.02
C -2.55 2.77 0.86
H -3.50 3.12 0.45
H -2.61 2.76 1.96
H -1.74 3.44 0.55
C -3.64 0.07 0.81
H -3.60 -0.07 1.90
H -4.57 0.59 0.53
H -3.61 -0.92 0.32
H 1.56 1.06 0.02
H 0.54 1.51 2.10
N 1.08 -0.55 4.68
C -0.30 0.01 4.91
C -1.17 -0.92 4.06
O -2.02 -1.62 4.63
O -0.80 -0.97 2.82
H 1.07 -1.55 4.92
H 1.81 -0.10 5.24
H 1.33 -0.44 3.69
H -0.54 -0.06 5.96
H -0.32 1.05 4.58
*
```

As for the highest occupied orbital energy (spin up / spin down): -10.0 / -10.0 eV. For the orbital gap (spin up / spin down), the calculation gives 6.7 / 6.7 eV. For the total energy, the calculation gives -53084.448 eV.

---

6.
Density functional theory data (ωB97M-V/def2-TZVPD) for C21H30N2O9PS2V as an isolated structure.

ORCA input file:
```
! wB97M-V def2-TZVPD RIJCOSX def2/J DEFGRID3
* xyz 1 2
V -0.07 0.33 0.30
O -3.10 -1.69 5.16
C -2.49 -1.29 4.22
C -2.15 0.19 3.91
O -2.44 1.15 4.57
C -1.41 0.11 2.64
C -1.29 -1.16 2.19
O -0.69 -1.31 1.01
C -1.92 -2.15 3.07
O -2.00 -3.34 2.94
O -0.90 1.06 1.88
C 0.67 3.94 0.72
C 1.14 3.09 -0.45
C 2.65 2.89 -0.43
C 0.69 3.68 -1.78
O 0.53 1.80 -0.31
H 1.15 4.92 0.68
H 0.92 3.46 1.66
H -0.41 4.08 0.68
H 3.15 3.85 -0.55
H 2.96 2.23 -1.24
H 2.96 2.45 0.52
H 1.11 4.68 -1.89
H -0.40 3.76 -1.81
H 1.04 3.07 -2.61
S 1.91 0.20 2.15
C 2.71 -1.22 2.51
N 3.23 -1.48 3.70
C 4.06 -2.68 3.83
C 3.54 -3.63 2.77
S 3.01 -2.54 1.41
H 3.19 -0.78 4.43
H 3.96 -3.09 4.83
H 5.11 -2.42 3.66
H 2.68 -4.20 3.12
H 4.30 -4.31 2.41
N 1.11 -0.96 -0.96
C 0.69 -1.34 -2.29
C 1.31 -0.77 -3.39
C 0.91 -1.14 -4.67
C -0.10 -2.07 -4.84
C -0.71 -2.64 -3.72
C -0.31 -2.28 -2.45
H 1.21 -1.79 -0.38
H 2.01 -0.50 -0.99
H 2.12 -0.05 -3.26
H 1.40 -0.71 -5.53
H -0.41 -2.36 -5.83
H -1.50 -3.38 -3.85
H -0.77 -2.72 -1.57
C -3.47 -1.87 -0.34
O -2.89 -0.91 -1.25
P -2.25 0.46 -0.82
O -2.39 1.36 -2.11
C -1.58 1.17 -3.29
O -3.35 1.07 0.13
C -3.34 2.44 0.57
H -4.16 -2.46 -0.92
H -4.00 -1.36 0.46
H -2.69 -2.51 0.08
H -1.86 1.94 -3.99
H -1.77 0.18 -3.72
H -0.52 1.26 -3.04
H -4.21 2.55 1.21
H -3.44 3.10 -0.29
H -2.44 2.66 1.13
*
```

As for the highest occupied orbital energy (spin up / spin down): -11.2 / -11.2 eV. For the orbital gap (spin up / spin down), the calculation gives 7.1 / 7.6 eV. The expectation value of S² is 0.77. For the total energy, the calculation gives -100315.740 eV. The energy above the lowest of the compared OMol25 structures with the same formula, charge and spin comes out at 24.1 kJ/mol.

---

7.
Density functional theory data (ωB97M-V/def2-TZVPD) for C21H30N4O3 in the gas phase.

ORCA input file:
```
! wB97M-V def2-TZVPD RIJCOSX def2/J DEFGRID3
* xyz 0 1
C 3.23 3.25 0.27
H 3.48 2.22 0.50
H 3.41 3.86 1.16
H 3.89 3.58 -0.52
C 1.77 3.38 -0.18
C 1.50 4.79 -0.69
H 1.74 5.53 0.08
H 0.46 4.91 -0.96
H 2.11 5.00 -1.56
C 1.46 2.37 -1.29
N 1.35 1.01 -0.77
C 2.27 0.08 -1.15
O 3.24 0.39 -1.82
C 2.07 -1.36 -0.70
H 3.05 -1.73 -0.40
H 1.38 -1.44 0.13
C 1.56 -2.21 -1.88
C 0.11 -1.95 -2.17
C -0.29 -1.26 -3.30
C -1.64 -1.03 -3.55
C -2.59 -1.50 -2.66
C -2.20 -2.19 -1.53
C -0.86 -2.41 -1.29
H -0.56 -2.97 -0.41
H -2.95 -2.55 -0.83
H -3.64 -1.32 -2.86
H -1.94 -0.49 -4.43
H 0.45 -0.88 -3.99
H 1.70 -3.26 -1.63
H 2.17 -1.98 -2.76
C 0.17 0.73 -0.04
C 0.23 0.43 1.30
N 1.43 0.34 1.94
H 1.46 0.46 2.94
H 2.20 0.76 1.43
N -0.91 0.14 2.02
C -2.17 0.19 1.44
O -3.18 -0.07 2.06
N -2.19 0.58 0.14
C -1.11 0.88 -0.70
O -1.31 1.25 -1.83
H -3.10 0.64 -0.30
C -0.85 -0.30 3.41
H -1.88 -0.27 3.77
H -0.26 0.41 4.00
C -0.30 -1.73 3.56
C -1.22 -2.72 2.85
H -0.84 -3.74 2.96
H -1.29 -2.50 1.79
H -2.22 -2.68 3.27
C -0.18 -2.07 5.04
H -1.16 -2.01 5.52
H 0.49 -1.37 5.55
H 0.21 -3.07 5.17
H 0.69 -1.79 3.10
H 0.52 2.62 -1.79
H 2.27 2.36 -2.03
H 1.11 3.18 0.67
*
```

As for the highest occupied orbital energy: -8.4 eV. For the orbital gap, the calculation gives 8.8 eV. For the total energy, the calculation gives -34369.707 eV. The energy above the lowest of the compared OMol25 structures with the same formula, charge and spin comes out at 0.0 kJ/mol.

---

8.
Density functional theory data (ωB97M-V/def2-TZVPD) for a 2-piece molecular cluster, C21H30O8 overall at a distorted geometry.

ORCA input file:
```
! wB97M-V def2-TZVPD RIJCOSX def2/J DEFGRID3
* xyz 0 1
C 3.11 -1.82 -0.14
C 2.91 -1.10 1.28
O 2.43 -1.81 2.20
O 3.29 0.23 1.56
C 2.17 1.01 2.09
C 2.02 2.29 1.09
C 1.29 1.73 -0.22
C 1.21 2.75 -1.43
C 0.05 2.68 -2.28
O -1.03 1.78 -2.05
C -0.69 0.43 -2.47
C -1.69 -0.64 -1.80
C -2.77 -1.03 -2.92
C -2.32 -0.18 -0.40
C -3.87 0.20 -0.44
C -4.19 1.59 -1.18
C -4.33 0.43 1.11
C -0.11 3.63 -3.56
O -1.09 3.54 -4.34
C 1.00 4.73 -3.94
C 2.12 4.79 -3.10
C 2.30 3.82 -1.82
O 3.36 4.01 -1.17
H 2.85 -1.13 -1.02
H 2.40 -2.71 -0.22
H 4.16 -2.20 -0.31
H 2.38 1.33 3.17
H 1.21 0.39 2.12
H 3.08 2.66 0.93
H 1.34 3.03 1.61
H 0.25 1.36 0.12
H 1.85 0.78 -0.55
H 0.38 0.12 -2.16
H -0.73 0.28 -3.61
H -1.07 -1.59 -1.58
H -3.52 -1.75 -2.46
H -2.23 -1.56 -3.79
H -3.29 -0.13 -3.39
H -2.24 -1.09 0.32
H -1.74 0.66 0.12
H -4.51 -0.66 -0.83
H -3.48 2.37 -0.72
H -3.99 1.57 -2.30
H -5.25 1.97 -0.96
H -4.08 1.53 1.33
H -5.43 0.18 1.22
H -3.63 -0.20 1.77
H 0.82 5.41 -4.84
H 2.94 5.55 -3.33
C 2.33 -4.45 3.83
C 1.35 -4.22 4.94
O 0.47 -5.32 4.83
C 1.14 -6.32 4.19
O 0.75 -7.44 4.08
O 2.33 -5.87 3.70
H 3.33 -4.09 4.07
H 2.01 -4.01 2.89
H 1.82 -4.25 5.93
H 0.82 -3.27 4.83
*
```

As for the highest occupied orbital energy: -10.1 eV. For the orbital gap, the calculation gives 8.5 eV. For the total energy, the calculation gives -38638.012 eV.